The following is a quantum chemistry calculation of a structure of composition C37H53N5O3Si2 at a distorted geometry, from the Open Molecules 2025 dataset.

Computed properties:
HOMO energy (eV): -9.41
LUMO level (eV): 0.653
Kohn-Sham gap (eV): 10.06
Largest force on an atom (eV/A): 2.87

Positions of all 100 atoms, in Å:
C (4.2343, -1.2454, -0.0319)
C (4.1382, -1.4048, -1.5435)
C (3.0522, -0.5790, -2.2199)
C (3.0328, 0.9005, -1.7890)
Si (1.8580, 1.3117, -0.3974)
O (0.3328, 1.7104, -0.9263)
Si (-0.2571, 3.2658, -0.7402)
C (-1.2441, 3.4371, 0.8355)
C (-2.1831, 2.2704, 1.1239)
C (-3.2595, 2.0629, 0.0573)
C (-4.5080, 1.3983, 0.6201)
C (-4.3201, -0.1071, 0.8311)
C (-5.4601, -0.9729, 0.3283)
O (-5.8607, -0.6460, -1.0025)
C (-7.1851, -0.3333, -1.1386)
C (-8.0522, -1.4400, -1.6655)
O (-7.6277, 0.7908, -0.8812)
H (5.0973, -1.7773, 0.3555)
H (3.3528, -1.6204, 0.4769)
H (4.3614, -0.1998, 0.2352)
H (5.0966, -1.1328, -1.9794)
H (3.9954, -2.4619, -1.7561)
H (2.0773, -1.0505, -2.1096)
H (3.2540, -0.6034, -3.2889)
H (4.0482, 1.2151, -1.5648)
H (2.6982, 1.4923, -2.6395)
H (2.4187, 2.4823, 0.3295)
H (1.7640, 0.2236, 0.5958)
H (0.8126, 4.2847, -0.7728)
H (-1.1284, 3.5265, -1.9093)
H (-0.5580, 3.5929, 1.6668)
H (-1.8282, 4.3527, 0.7388)
H (-1.6160, 1.3573, 1.2800)
H (-2.6983, 2.4725, 2.0606)
H (-3.5371, 3.0396, -0.3421)
H (-2.8713, 1.5002, -0.7890)
H (-5.3589, 1.6211, -0.0123)
H (-4.7173, 1.8512, 1.5864)
H (-4.2664, -0.2985, 1.9007)
H (-3.3698, -0.4474, 0.4286)
H (-5.1448, -2.0129, 0.3736)
H (-6.2962, -0.8772, 1.0188)
H (-7.9646, -2.3480, -1.0781)
H (-9.0807, -1.1092, -1.6208)
H (-7.8115, -1.6508, -2.7018)
N (7.3457, 0.5809, -2.4041)
C (8.2060, 0.8618, -1.4277)
C (9.5806, 0.9024, -1.6033)
C (10.0922, 0.6326, -2.8621)
C (9.2112, 0.3347, -3.8880)
C (7.8531, 0.3235, -3.6074)
H (7.7658, 1.0683, -0.4581)
H (10.2312, 1.1446, -0.7741)
H (11.1593, 0.6583, -3.0411)
H (9.5660, 0.1184, -4.8860)
H (7.1299, 0.0990, -4.3837)
N (-3.4449, -1.7483, 3.9866)
C (-2.2061, -2.1136, 3.6603)
C (-1.7464, -3.4197, 3.7444)
C (-2.6185, -4.3980, 4.1928)
C (-3.9105, -4.0333, 4.5348)
C (-4.2721, -2.7004, 4.4118)
H (-1.5566, -1.3163, 3.3117)
H (-0.7303, -3.6601, 3.4636)
H (-2.2974, -5.4286, 4.2728)
H (-4.6247, -4.7644, 4.8877)
H (-5.2752, -2.3739, 4.6643)
N (11.0154, 5.4848, -2.3344)
C (10.5070, 6.5906, -2.8720)
C (9.1904, 6.7065, -3.2925)
C (8.3546, 5.6112, -3.1495)
C (8.8671, 4.4513, -2.5926)
C (10.1976, 4.4433, -2.2019)
H (11.1937, 7.4242, -2.9691)
H (8.8322, 7.6322, -3.7211)
H (7.3210, 5.6603, -3.4667)
H (8.2523, 3.5702, -2.4637)
H (10.6366, 3.5557, -1.7616)
N (-9.4181, -5.1200, -0.4119)
C (-10.6621, -5.5431, -0.6216)
C (-11.0386, -6.3115, -1.7129)
C (-10.0697, -6.6570, -2.6404)
C (-8.7701, -6.2232, -2.4385)
C (-8.4994, -5.4627, -1.3113)
H (-11.3907, -5.2487, 0.1255)
H (-12.0654, -6.6286, -1.8309)
H (-10.3235, -7.2538, -3.5068)
H (-7.9822, -6.4670, -3.1375)
H (-7.4948, -5.1043, -1.1132)
N (-0.9149, 0.4374, 3.5855)
C (-1.2269, 0.2794, 4.8699)
C (-0.3460, 0.5335, 5.9106)
C (0.9303, 0.9729, 5.6003)
C (1.2707, 1.1442, 4.2684)
C (0.3146, 0.8663, 3.3040)
H (-2.2358, -0.0666, 5.0701)
H (-0.6552, 0.3899, 6.9366)
H (1.6475, 1.1812, 6.3838)
H (2.2548, 1.4876, 3.9799)
H (0.5396, 0.9923, 2.2514)

Atomic forces in eV per Å
C 0.05 0.06 -0.15
C 0.10 -0.09 0.31
C 0.14 0.07 -0.28
C -0.49 -0.47 -0.10
Si 0.32 0.08 0.08
O 0.56 0.50 0.29
Si -0.70 -0.15 -0.29
C 0.29 -0.18 -0.30
C -0.20 0.02 -0.09
C -0.02 0.46 0.15
C 0.28 -0.14 -0.04
C -0.28 0.14 0.22
C 0.41 0.10 0.74
O -0.47 -0.10 -0.31
C -0.93 2.37 0.42
C -0.24 0.31 0.08
O 1.20 -2.57 -0.46
H 0.14 -0.13 0.06
H -0.19 -0.05 0.09
H 0.01 0.17 0.15
H 0.17 0.12 -0.05
H -0.09 -0.15 -0.20
H -0.21 -0.02 0.21
H -0.01 -0.10 -0.19
H 0.15 0.19 0.11
H -0.01 0.24 -0.09
H -0.09 0.06 0.07
H -0.14 -0.13 -0.13
H 0.21 -0.08 0.00
H 0.04 -0.06 -0.01
H 0.11 0.01 0.17
H -0.05 0.22 0.00
H 0.03 -0.16 0.04
H 0.01 -0.03 0.25
H -0.05 0.16 -0.03
H 0.06 -0.17 -0.16
H -0.17 -0.18 -0.22
H -0.15 0.18 0.12
H 0.17 -0.20 0.15
H 0.12 -0.02 -0.30
H -0.05 -0.23 -0.25
H -0.30 0.16 -0.09
H 0.25 -0.15 0.06
H -0.20 0.07 -0.03
H 0.24 -0.13 -0.13
N 0.00 0.01 0.00
C -0.07 0.01 0.06
C 0.01 -0.01 0.00
C 0.05 0.01 -0.01
C 0.00 0.02 0.02
C -0.08 0.00 -0.03
H 0.04 0.00 0.02
H -0.01 -0.02 0.03
H 0.01 0.00 0.00
H -0.01 0.00 -0.02
H 0.03 -0.01 -0.03
N -0.12 -0.14 0.02
C 0.11 -0.36 -0.37
C -0.17 -0.08 0.06
C 0.05 -0.07 0.01
C 0.00 -0.02 -0.01
C -0.05 0.06 0.00
H -0.35 -0.56 -0.16
H 0.02 0.02 -0.02
H -0.01 -0.02 0.01
H -0.02 0.01 0.00
H -0.02 -0.04 0.03
N -0.03 0.01 0.00
C 0.06 0.03 0.01
C 0.00 -0.02 0.00
C -0.04 0.01 -0.02
C -0.01 -0.02 0.00
C 0.07 -0.02 0.01
H -0.03 0.03 -0.02
H 0.01 0.01 0.00
H -0.01 0.00 0.00
H 0.02 -0.02 0.00
H -0.04 -0.03 0.00
N 0.00 0.01 -0.03
C -0.02 0.03 0.06
C 0.02 0.00 -0.01
C -0.02 -0.02 -0.04
C -0.02 0.00 0.00
C 0.07 0.06 0.05
H -0.04 -0.02 -0.02
H -0.01 0.01 0.01
H 0.00 0.00 0.00
H 0.02 0.00 0.01
H 0.03 -0.03 -0.05
N 0.51 0.62 0.18
C -0.06 0.39 0.40
C -0.02 0.04 -0.09
C 0.08 0.01 0.01
C 0.03 0.02 0.05
C -0.15 0.05 -0.02
H 0.11 0.07 0.02
H -0.03 0.00 0.00
H 0.01 0.00 0.00
H 0.00 -0.01 -0.03
H 0.03 0.00 0.02

The following is a quantum chemistry calculation of a cluster of 2 separate species, CH4N4 in total at a distorted geometry, from the Open Molecules 2025 dataset.

Computed properties:
HOMO energy (eV): -22.34
LUMO level (eV): -11.580
Kohn-Sham gap (eV): 10.76
Net charge: +2
Largest force on an atom (eV/A): 1.93

Positions of all 9 atoms, in Å:
C (1.0368, 0.1547, 0.1239)
N (-2.1142, -0.6065, 0.1741)
N (-2.0447, 0.3168, -0.4016)
N (1.4532, -1.0140, 0.2252)
N (0.3724, 1.1201, 0.0160)
H (1.0135, -1.6254, 0.9226)
H (2.1137, -1.5078, -0.3501)
H (0.6141, 2.0766, 0.2679)
H (-2.4450, 1.0854, -0.9782)

Atomic forces in eV per Å
C -0.47 0.41 -0.23
N 0.34 0.32 -0.15
N -1.72 -0.80 0.12
N -0.23 -1.68 0.92
N 0.77 0.69 -0.25
H 0.32 0.24 0.28
H 0.64 0.19 -0.77
H -0.06 0.26 0.25
H 0.41 0.37 -0.16